[1]
Molecular formula: C5H11NO
Method: DFT, the ωB97M-V functional and the def2-TZVPD basis

CARTESIAN COORDINATES (ANGSTROEM)
1 C 3.26 0.86 -0.03
2 C 1.89 1.31 -0.65
3 C 0.65 0.78 0.10
4 C -0.35 -0.10 -0.37
5 N -1.82 0.28 -0.02
6 C -1.91 0.18 1.29
7 H 3.48 1.32 1.03
8 H 4.19 1.09 -0.72
9 H 3.30 -0.19 0.13
10 H 1.94 1.11 -1.74
11 H 1.85 2.43 -0.56
12 H 0.75 1.11 1.14
13 H -0.20 -1.06 -0.84
14 H -1.79 1.02 1.90
15 H -2.02 -0.83 1.72
16 H -1.81 -1.76 -0.73
17 H -2.33 -3.17 -0.99
18 O -1.98 -2.65 -0.28

Output
spin multiplicity: 1
net charge: 0

Here are the natural (NBO) charges for atoms 1 to 6, given in e: -0.609, -0.446, -0.201, -0.016, -0.609, 0.118

[2]
Molecular formula: C3H8O2
Method: DFT, the ωB97M-V functional and the def2-TZVPD basis

CARTESIAN COORDINATES (ANGSTROEM)
1 C 1.34 -0.45 -1.19
2 C 0.11 -0.35 0.83
3 C -1.57 0.87 0.32
4 H 0.43 -0.78 -1.75
5 H 1.93 -1.46 -1.01
6 H 2.01 0.31 -1.86
7 H -0.07 0.01 1.86
8 H 0.57 -1.42 1.07
9 H -0.92 1.70 0.06
10 H -1.58 0.85 1.53
11 H -2.54 1.02 -0.29
12 O 1.17 0.37 -0.01
13 O -1.06 -0.45 0.08

Output
spin multiplicity: 1
net charge: 0

Here are the natural (NBO) charges for atoms 1 to 6, given in e: -0.285, 0.189, -0.274, 0.195, 0.172, 0.199

Quick rundown of ΔE to the lowest compared entry with this formula, charge and spin, same order as above: 6.7305, 3.2546 eV
Quick rundown of gap between HOMO and LUMO, same order as above: 7.58, 11.23 eV
Quick rundown of HOMO energy, same order as above: -7.836, -10.195 eV